Record 1
Formula: C2H3NS2
Source: the Open Molecules 2025 dataset
Level of theory: wB97M-V/def2-TZVPD

Geometry (Å):
C (-0.4726, 0.6600, 1.0791)
C (0.0820, -0.2943, -1.0582)
N (-0.6933, 1.4532, 2.0158)
S (-1.5187, 0.3280, -0.4502)
S (0.9511, -0.2001, 0.5575)
H (-0.1061, -1.4110, -1.2941)
H (0.3664, 0.4124, -1.7608)
H (-0.0111, 1.4418, 2.6736)

Output
Energy relative to the best compared isomer or geometry (same formula, charge and spin) in kJ/mol: 65.01
2S+1: 1
Frontier orbital gap in eV: 9.431

Atomic partial charges in e from the Mulliken method, atoms 1 to 4: C 0.44; C -0.51; N -0.60; S -0.15

Record 2
Formula: C2H3NS2
Source: the Open Molecules 2025 dataset
Level of theory: wB97M-V/def2-TZVPD

Geometry (Å):
C (-0.7060, -0.8320, 0.7073)
C (-0.3015, 0.2596, -0.5700)
N (0.9233, 0.7059, -0.3418)
S (0.2797, -1.1205, 1.9246)
S (-1.3138, 0.5820, -1.7885)
H (-1.6937, -1.2509, 0.5695)
H (1.4063, 0.3402, 0.4778)
H (1.4058, 1.3158, -0.9788)

Output
Energy relative to the best compared isomer or geometry (same formula, charge and spin) in kJ/mol: 41.76
SMILES: NC(=S)C=S
2S+1: 1
Frontier orbital gap in eV: 7.423

Atomic partial charges in e from the Mulliken method, atoms 1 to 4: C -0.13; C 0.37; N -0.29; S -0.27

Record 3
Formula: C2H3NS3
Source: the Open Molecules 2025 dataset
Level of theory: wB97M-V/def2-TZVPD

Geometry (Å):
C (0.3665, -0.2191, 1.2811)
C (0.2133, -1.0316, -1.2937)
H (-1.0223, 2.7473, 0.3909)
H (0.9843, -0.5466, 2.1693)
H (0.9710, -0.2946, -1.2249)
N (0.0465, 1.0015, 1.1817)
S (-1.0745, 1.5135, -0.0559)
S (-0.3076, -1.5703, 0.3133)
S (-0.1773, -1.6001, -2.7617)

Output
Energy relative to the best compared isomer or geometry (same formula, charge and spin) in kJ/mol: 146.11
SMILES: S=CS/C=N\S
2S+1: 1
Frontier orbital gap in eV: 8.444

Atomic partial charges in e from the Mulliken method, atoms 1 to 4: C -0.05; C -0.32; H 0.17; H 0.37

Record 4
Formula: C2H3NS3
Source: the Open Molecules 2025 dataset
Level of theory: wB97M-V/def2-TZVPD

Geometry (Å):
C (2.5320, -0.5784, -0.0778)
C (-1.6857, -0.2364, -0.2266)
N (-0.9930, 0.6938, 0.3702)
S (2.4985, -1.3492, -1.3968)
S (2.7404, 0.0767, 1.3149)
S (-0.3339, 1.9404, -0.3978)
H (-1.8263, -0.0124, -1.2832)
H (-2.0920, -1.1999, 0.2565)
H (-0.8400, 0.6652, 1.4406)

Output
Energy relative to the best compared isomer or geometry (same formula, charge and spin) in kJ/mol: 169.06
2S+1: 1
Frontier orbital gap (spin up / spin down) in eV: 7.961 / 7.962

Atomic partial charges in e from the Mulliken method, atoms 1 to 4: C 0.51; C -0.28; N -0.16; S -0.27